1.
{
  "formula": "C5H7NdO4",
  "method": "the ωB97M-V functional and the def2-TZVPD basis",
  "multiplicity": 5,
  "charge": 1,
  "gap_ev": [6.67, 8.72],
  "s_squared": 6.004,
  "homo_energy_ev": [-11.221, -13.270],
  "elements": ["Nd", "O", "O", "O", "O", "C", "C", "C", "C", "C", "H", "H", "H", "H", "H", "H", "H"],
  "coordinates": [[0.595, 2.142, -0.618], [4.459, -0.171, 0.583], [1.627, 0.197, -0.356], [-1.005, 0.102, -0.030], [3.527, 1.894, 0.257], [3.733, 0.709, 0.281], [-0.364, -1.135, -0.394], [-2.368, 0.141, -0.154], [1.081, -1.025, 0.051], [-3.105, 1.079, 0.432], [-0.444, -1.271, -1.483], [1.628, -1.889, -0.365], [-2.661, 1.846, 1.068], [-2.788, -0.641, -0.792], [-4.180, 1.086, 0.263], [1.133, -1.090, 1.153], [-0.870, -1.972, 0.105]]
}

=====

2.
{
  "formula": "C3H5NO2",
  "method": "the ωB97M-V functional and the def2-TZVPD basis",
  "gap_ev": 10.69,
  "smiles": "[H]/N=C/OCC=O",
  "homo_energy_ev": -9.859,
  "elements": ["O", "O", "N", "C", "C", "C", "H", "H", "H", "H", "H"],
  "coordinates": [[1.955, 0.226, 1.720], [-0.214, -0.698, -0.979], [-1.334, 0.918, 0.186], [0.985, -0.206, -0.395], [1.069, -0.324, 1.115], [-1.317, 0.010, -0.693], [1.783, -0.815, -0.829], [-2.139, -0.316, -1.335], [-2.257, 1.336, 0.257], [0.325, -0.973, 1.618], [1.143, 0.842, -0.664]]
}

=====

3.
{
  "formula": "C40H49FN8NaO4",
  "method": "the ωB97M-V functional and the def2-TZVPD basis",
  "charge": 1,
  "gap_ev": 6.58,
  "homo_energy_ev": -9.565,
  "elements": ["Na", "F", "O", "O", "O", "O", "N", "N", "N", "N", "N", "N", "N", "N", "C", "C", "C", "C", "C", "C", "C", "C", "C", "C", "C", "C", "C", "C", "C", "C", "C", "C", "C", "C", "C", "C", "C", "C", "C", "C", "C", "C", "C", "C", "C", "C", "C", "C", "C", "C", "C", "C", "C", "C", "H", "H", "H", "H", "H", "H", "H", "H", "H", "H", "H", "H", "H", "H", "H", "H", "H", "H", "H", "H", "H", "H", "H", "H", "H", "H", "H", "H", "H", "H", "H", "H", "H", "H", "H", "H", "H", "H", "H", "H", "H", "H", "H", "H", "H", "H", "H", "H", "H"],
  "coordinates": [[0.727, -1.871, -1.329], [-2.306, 4.198, -0.440], [-0.455, 0.467, 1.599], [0.271, 0.177, -1.576], [4.435, -0.729, -1.399], [2.494, -1.465, -2.261], [-0.041, -1.814, 4.184], [0.984, -3.619, 3.103], [-1.701, -2.192, -0.949], [-0.432, 6.295, 0.004], [0.338, -1.690, 1.944], [3.067, 3.031, -0.766], [-0.272, 8.512, 1.126], [0.278, -4.353, -0.677], [1.164, 0.986, -1.326], [3.370, -5.743, 0.833], [0.776, 2.360, -0.936], [-3.695, -0.823, -0.743], [1.943, -7.551, 0.193], [-0.564, -0.520, 3.805], [-3.542, -0.212, -3.459], [-1.473, -1.620, -3.742], [-0.980, 3.921, -0.510], [-1.923, -3.428, -0.789], [-4.620, 0.032, -1.332], [-1.336, -4.942, 1.136], [4.115, 4.039, -0.620], [1.290, 4.654, -0.383], [-0.580, 2.651, -0.814], [0.446, -2.391, 3.065], [-3.183, -4.157, -1.175], [-2.594, -1.067, -2.908], [-2.697, -1.369, -1.550], [2.459, -4.815, 0.337], [0.991, -6.659, -0.292], [4.333, 4.850, -1.886], [-1.709, 6.578, 0.642], [3.426, 1.757, -1.085], [-0.862, -4.271, -0.121], [3.245, -0.618, -1.707], [3.114, -7.103, 0.777], [1.238, -5.286, -0.165], [0.329, 8.568, -0.259], [-0.235, -7.199, -0.979], [-3.751, -1.139, 0.726], [-0.232, -0.489, 2.309], [1.725, 3.361, -0.702], [-1.704, 8.060, 1.057], [-4.551, 0.336, -2.683], [-0.128, 7.305, -1.000], [2.837, -3.358, 0.287], [-0.059, 4.949, -0.295], [2.586, 0.732, -1.364], [-0.015, -2.363, 5.518], [-0.037, -8.200, -1.360], [-0.186, -1.558, 6.229], [-0.536, -5.471, 1.647], [-2.575, 6.410, -0.004], [-1.815, 5.936, 1.516], [3.869, 4.680, 0.229], [1.408, 8.608, -0.124], [-1.644, -0.443, 3.954], [-1.355, -2.698, -3.618], [-5.280, 0.999, -3.129], [1.760, -8.614, 0.096], [4.490, 1.552, -1.105], [-1.088, -7.283, -0.302], [-3.479, 0.026, -4.515], [2.001, 5.445, -0.186], [5.128, 5.582, -1.738], [0.668, 6.961, -1.655], [-0.784, -3.125, 5.670], [-0.180, 9.406, 1.605], [-1.750, -4.176, 1.798], [-2.182, 8.705, 0.322], [-2.812, -0.860, 1.205], [-0.523, -1.147, -3.478], [-3.639, -3.687, -2.046], [-2.141, -5.646, 0.917], [3.654, -3.140, 0.974], [3.426, 5.381, -2.180], [-1.000, 7.520, -1.630], [-0.071, 0.300, 4.329], [2.004, -2.703, 0.546], [-3.910, -4.124, -0.360], [-1.303, 1.862, -0.978], [-1.651, -1.428, -4.799], [-5.404, 0.460, -0.718], [5.021, 3.506, -0.339], [-4.562, -0.589, 1.202], [-2.974, -5.204, -1.394], [-3.919, -2.203, 0.913], [3.182, -3.088, -0.714], [-2.167, 8.227, 2.025], [3.841, -7.811, 1.152], [-0.013, 9.491, -0.724], [0.250, 7.803, 1.646], [-0.536, -6.574, -1.820], [4.621, 4.201, -2.713], [1.150, -4.094, 3.971], [0.962, -2.791, 5.748], [1.430, -3.983, 2.275], [4.308, -5.383, 1.237]]
}

=====

4.
{
  "formula": "C18H22N4O2",
  "method": "the ωB97M-V functional and the def2-TZVPD basis",
  "gap_ev": 7.34,
  "smiles": "CC[C@@H]1C=C2C(=NC(=O)C(C#N)=C2N2CCC(C)(OC)CC2)C=N1",
  "homo_energy_ev": -8.834,
  "elements": ["O", "O", "N", "N", "N", "N", "C", "C", "C", "C", "C", "C", "C", "C", "C", "C", "C", "C", "C", "C", "C", "C", "C", "C", "H", "H", "H", "H", "H", "H", "H", "H", "H", "H", "H", "H", "H", "H", "H", "H", "H", "H", "H", "H", "H", "H"],
  "coordinates": [[2.486, 0.107, -2.120], [-2.574, 3.325, 3.220], [-2.921, 1.130, 3.022], [0.156, 1.052, 0.120], [-3.274, -2.404, 2.186], [0.411, 4.349, 1.492], [-2.648, -2.436, 0.813], [1.258, 0.126, 0.426], [-0.938, 1.133, 0.977], [-2.280, 2.302, 2.609], [-1.784, -1.181, 0.469], [-3.295, -1.267, 2.870], [-1.831, -3.716, 0.703], [-2.658, -4.972, 0.391], [2.753, 0.148, -3.527], [-2.642, -0.013, 2.423], [1.447, 2.258, -1.607], [-1.200, 2.329, 1.641], [-0.382, 3.519, 1.547], [2.573, 0.811, 0.121], [-1.780, -0.058, 1.251], [2.613, 1.331, -1.320], [0.107, 1.589, -1.263], [3.922, 2.097, -1.515], [-1.210, -1.200, -0.447], [1.560, 3.155, -0.990], [1.472, 2.569, -2.649], [-0.746, 2.248, -1.427], [-3.301, -4.799, -0.495], [-0.052, 0.750, -1.946], [2.269, -0.711, -4.036], [4.781, 1.476, -1.590], [2.350, 1.075, -3.933], [-1.048, -3.670, -0.058], [-2.030, -5.848, 0.167], [3.394, 0.081, 0.256], [-3.214, -5.233, 1.289], [4.110, 2.741, -0.676], [1.112, -0.831, -0.091], [3.866, 2.703, -2.454], [3.803, 0.121, -3.742], [2.780, 1.588, 0.864], [-1.324, -3.885, 1.644], [-3.824, -1.254, 3.805], [1.202, -0.142, 1.487], [-3.470, -2.491, 0.095]]
}

=====

5.
{
  "formula": "C17H26N2O3",
  "method": "the ωB97M-V functional and the def2-TZVPD basis",
  "gap_ev": 7.67,
  "homo_energy_ev": -7.312,
  "elements": ["O", "O", "O", "N", "N", "C", "C", "C", "C", "C", "C", "C", "C", "C", "C", "C", "C", "C", "C", "C", "C", "C", "H", "H", "H", "H", "H", "H", "H", "H", "H", "H", "H", "H", "H", "H", "H", "H", "H", "H", "H", "H", "H", "H", "H", "H", "H", "H"],
  "coordinates": [[-4.638, 2.460, 3.851], [-2.094, 1.149, 0.175], [-0.727, -0.465, -2.483], [-1.622, -1.344, -0.300], [-0.925, -2.314, -0.999], [-1.879, -2.720, 1.760], [2.082, -2.534, -2.136], [-0.457, -1.618, -2.227], [-2.101, -1.348, 0.997], [2.934, 3.881, 0.053], [-2.786, -0.576, 1.750], [-3.999, 1.705, 3.268], [0.414, -2.574, -2.950], [-2.906, 0.782, 1.236], [-3.503, -0.678, 2.824], [3.193, 1.628, -1.176], [2.551, -1.109, -2.097], [3.086, 3.228, -1.275], [-3.946, 0.235, 3.696], [2.138, -0.304, -0.814], [2.014, 1.040, -0.798], [-3.299, 1.868, 2.037], [3.584, 3.737, 0.788], [1.935, -0.746, -2.892], [3.909, 1.126, -2.111], [1.377, 1.086, -1.552], [2.422, 3.379, -2.199], [-4.779, -0.055, 4.329], [1.924, -3.001, -1.254], [-4.935, 2.138, 4.719], [-1.819, 0.490, -0.463], [1.950, 3.707, 0.465], [2.564, -3.069, -2.885], [3.414, -1.138, -2.421], [4.220, 3.728, -1.771], [-1.301, -3.672, 1.157], [-1.545, -2.738, 2.815], [2.880, 5.120, -0.038], [-0.763, -3.149, -0.699], [0.487, -2.211, -3.990], [1.271, -0.962, -0.350], [-3.212, 2.706, 1.637], [0.030, -3.647, -2.779], [-2.746, -3.422, 1.788], [1.803, 1.378, 0.354], [3.132, -0.912, 0.136], [-3.574, -1.755, 3.345], [4.243, 1.491, -0.522]]
}

=====

6.
{
  "formula": "C18H30N6O2Ti",
  "method": "the ωB97M-V functional and the def2-TZVPD basis",
  "multiplicity": 2,
  "charge": 1,
  "gap_ev": [7.64, 7.26],
  "s_squared": 0.758,
  "homo_energy_ev": [-10.284, -10.523],
  "elements": ["Ti", "O", "O", "N", "N", "N", "N", "N", "N", "C", "C", "C", "C", "C", "C", "C", "C", "C", "C", "C", "C", "C", "C", "C", "C", "C", "C", "H", "H", "H", "H", "H", "H", "H", "H", "H", "H", "H", "H", "H", "H", "H", "H", "H", "H", "H", "H", "H", "H", "H", "H", "H", "H", "H", "H", "H", "H"],
  "coordinates": [[0.273, -0.235, 0.118], [1.868, -0.153, 1.020], [0.933, 1.014, -1.084], [-1.664, 1.104, 0.003], [2.026, -0.810, -1.867], [1.048, -1.498, -1.149], [-1.355, -1.612, 0.245], [-1.621, -0.100, -2.725], [-0.286, 0.325, 2.399], [-1.802, 1.938, -1.235], [2.663, 3.427, -4.034], [-2.878, 0.271, 0.172], [4.000, -0.774, 1.912], [2.778, -1.095, 1.113], [2.546, -2.326, 0.553], [2.491, 1.304, -2.908], [0.715, -3.807, -0.388], [-2.580, -1.060, 0.851], [-1.472, 2.041, 1.145], [1.402, -2.477, -0.277], [-0.225, 1.730, 1.959], [3.521, 2.863, -4.966], [2.152, 2.652, -3.006], [-2.194, 1.235, -2.551], [3.365, 0.744, -3.839], [1.850, 0.467, -1.879], [3.878, 1.524, -4.860], [-0.661, -0.016, -3.028], [3.187, -3.165, 0.782], [3.908, 3.465, -5.776], [-1.044, 0.227, 3.065], [-3.439, -1.720, 0.712], [-3.279, 1.140, -2.601], [1.488, 3.087, -2.270], [4.694, -0.208, 1.286], [-2.426, -0.948, 1.921], [-3.656, 0.809, 0.720], [2.393, 4.473, -4.110], [-1.395, 3.065, 0.781], [-3.271, 0.042, -0.813], [1.441, -4.523, -0.778], [-0.163, 2.432, 2.793], [-1.166, -2.537, 0.613], [0.385, -4.187, 0.582], [0.566, 0.086, 2.893], [-1.505, -1.695, -0.765], [-0.854, 2.448, -1.368], [-2.576, 2.693, -1.056], [3.744, -0.159, 2.774], [-1.915, 1.916, -3.360], [3.622, -0.303, -3.749], [-2.102, -0.575, -3.481], [0.663, 1.864, 1.336], [-0.116, -3.765, -1.090], [4.499, -1.683, 2.240], [4.557, 1.091, -5.583], [-2.344, 2.000, 1.803]]
}